# 1
A structure of composition C8H7BrI3N4O3Pd, computed with ωB97M-V/def2-TZVPD.

CARTESIAN COORDINATES (ANGSTROEM)
H 0.55403 -2.90822 -1.39854
N 2.09481 0.38621 0.16525
C 3.46476 2.15197 -0.66067
H -1.13384 0.60442 -2.59720
N -2.34137 1.08032 -0.16956
Br 6.19030 2.57607 0.07998
O -1.20370 1.56991 -0.44143
C 3.12229 -0.07710 0.87349
C 4.36161 0.53027 0.86659
C -1.07713 -1.22250 -3.67020
N -0.86309 -0.37136 -2.65895
O -3.34405 1.59568 -0.53173
I -0.47974 -4.18507 -4.42508
H 1.40375 1.80904 -1.16422
C 2.26356 1.47235 -0.59415
H 2.94154 -0.96736 1.46814
C 4.53566 1.67567 0.09251
C -0.51857 -2.43319 -3.29948
H 3.56646 3.03234 -1.27286
I 0.03326 -1.54466 2.81291
H 5.17273 0.13464 1.45829
Pd -0.03740 -0.16660 0.45683
I -2.47396 -2.44007 2.69801
N -0.19117 -0.96125 -1.66476
C 0.02116 -2.21720 -2.02504
O -2.31580 0.00347 0.47153
H -1.61024 -0.95156 -4.55680

expectation value of S²: 2.01
energy: -118325.9601 eV
E_HOMO (spin up / spin down): -11.8855 / -11.8771 eV
charge: +1
orbital gap (spin up / spin down): 6.5635 / 6.0340 eV
2S+1: 3

Charges obtained by natural (NBO) population analysis, quoted in units of e:
1 H 0.235
2 N -0.514
3 C -0.251
4 H 0.443
5 N 0.717
6 Br 0.160
7 O -0.540
8 C 0.057
9 C -0.264
10 C -0.025
11 N -0.315
12 O -0.318
13 I 0.241
14 H 0.224
15 C 0.056
16 H 0.208
17 C -0.028
18 C -0.290
19 H 0.256
20 I 0.056
21 H 0.256
22 Pd 1.111
23 I 0.158
24 N -0.333
25 C -0.038
26 O -0.513
27 H 0.252

# 2
The ion C4H11N2O with charge +1, computed with ωB97M-V/def2-TZVPD.

CARTESIAN COORDINATES (ANGSTROEM)
C -0.50205 -0.45873 0.23060
H -1.04198 0.62935 -1.40498
H 2.55606 0.90282 0.86447
H 0.52175 2.51080 1.90828
H -0.14334 1.80097 0.55389
H 1.55833 -1.34164 0.47347
H 1.53765 -0.34666 -0.90596
H -0.91864 -0.69613 1.21054
C 1.52791 0.66623 1.17233
H -0.90124 -2.63798 -0.09122
N 0.85371 2.02930 0.99762
C 1.06273 -0.45152 0.12024
H 1.21825 0.48804 2.23403
H -2.16262 0.72376 -0.30001
C -0.90229 -1.60410 -0.66248
N -1.14278 0.67422 -0.39463
O -1.10648 -1.54514 -1.79776
H 1.53327 2.49193 0.45447

energy: -9345.9728 eV
E_HOMO: -13.2977 eV
charge: +1
orbital gap: 9.8318 eV

Charges obtained by natural (NBO) population analysis, quoted in units of e:
1 C -0.192
2 H 0.408
3 H 0.227
4 H 0.449
5 H 0.476
6 H 0.263
7 H 0.257
8 H 0.233
9 C -0.216
10 H 0.103
11 N -0.753
12 C -0.437
13 H 0.233
14 H 0.406
15 C 0.454
16 N -0.865
17 O -0.485
18 H 0.438

# 3
A structure of composition C34H35AgN8O4S3, computed with ωB97M-V/def2-TZVPD.

CARTESIAN COORDINATES (ANGSTROEM)
H 4.65246 -4.24429 -0.13532
C -4.13365 -5.29191 -3.95948
S 4.31627 3.15084 0.10445
N 3.53882 -1.11395 0.13840
C 0.41622 -2.59403 4.34338
N -1.95819 -0.97384 -3.17262
H -3.93192 0.87053 -3.07473
C -1.82661 1.32552 0.79151
H -3.18167 -5.81760 -3.87619
H -0.58225 -2.62906 3.92369
C -2.74879 2.62471 -2.76437
S 3.76921 -0.39244 3.79744
H -4.35585 -5.19690 -5.02538
H -1.07877 -3.69950 -4.07823
H 4.55848 5.71296 -0.25697
H -1.79517 -2.04572 0.50395
C 2.72130 6.76907 -0.36848
C -3.02657 -1.79925 -2.90035
C 2.61304 -1.62079 4.39813
O 1.76353 0.61567 -2.41989
H -3.97213 -0.56319 -1.42868
H 0.61876 2.65005 -2.47665
C -5.04133 -2.39386 -1.71002
O 5.08199 -0.94989 4.07017
C 2.97766 -2.51131 5.39407
H -2.30571 -4.10890 -5.27736
C -4.02549 -1.49420 -1.96742
H -5.86197 -4.33306 -2.13646
C -0.64920 3.97590 1.52662
H -0.87159 -4.66167 5.15806
H 1.43256 6.74917 1.34447
H -1.38751 3.57254 2.21750
H -3.61331 3.27864 -2.75735
C -5.07804 -3.61913 -2.35783
C -3.07099 -3.03875 -3.56795
H 0.27407 -5.26465 6.19975
N 0.39618 0.48385 0.65547
C -1.99132 -3.34979 -4.56525
C -0.53866 0.91818 -2.80298
H -4.90659 -5.91725 -3.51224
H -5.80132 -2.14560 -0.97850
C 3.74789 -1.23468 1.42919
H 1.05582 -0.96749 3.09500
H -1.32623 4.21106 -2.46045
N 1.81829 4.31439 0.36499
H 3.69714 -2.25485 -1.60937
C 1.32817 -1.66339 3.87714
N -0.15567 -4.42749 5.83139
C -0.38846 2.28573 -2.62395
C 0.74648 0.06403 -2.85119
H -1.16616 4.59202 0.78461
N 3.58317 5.66986 -0.01251
C 3.12219 4.38069 0.14541
C 0.13997 2.88017 0.86720
H -1.71376 -2.44735 -5.11012
C 0.77949 -3.49712 5.33852
H 1.49886 8.32044 0.52046
C 2.08402 7.45439 0.83385
C -1.84004 0.39131 -2.94557
H 1.93294 6.40566 -1.03429
H 2.35498 -4.14580 6.63898
H 3.32807 7.49173 -0.92677
Ag 2.66461 1.12577 -0.02986
C 2.06614 -3.44347 5.86493
N 3.42240 -0.25665 2.26936
C 4.33188 -3.27438 0.19604
N 1.30443 3.05484 0.34622
C -0.08843 -0.74352 0.55074
O 0.66097 -1.07817 -3.38345
H 0.03541 4.62896 2.06531
O 3.41717 0.83361 4.46820
H -0.99807 -1.36685 -3.31384
C -1.47515 3.14809 -2.60358
H -2.49263 2.17534 0.82685
C 3.85274 -2.24829 -0.54199
H 0.64978 -1.52511 0.41257
C -4.08766 -3.94738 -3.27885
C -2.32623 0.04121 0.70351
H 2.85135 7.78595 1.53521
C -2.93457 1.26194 -2.92990
C -0.44257 1.51907 0.76935
H 3.98888 -2.48206 5.77276
C -1.44540 -1.02624 0.58767
S 4.41893 -2.80760 1.85814
H -3.39707 -0.12545 0.70570

energy: -92445.5830 eV
E_HOMO: -1.9861 eV
charge: -2
orbital gap: 6.0056 eV

Charges obtained by Mulliken population analysis, quoted in units of e:
1 H 0.370
2 C -1.626
3 S -0.498
4 N -0.246
5 C -0.719
6 N -0.084
7 H 0.562
8 C -0.742
9 H 0.349
10 H 0.323
11 C -0.765
12 S 1.211
13 H 0.340
14 H 0.308
15 H 0.224
16 H 0.553
17 C -0.296
18 C 0.288
19 C -0.507
20 O -0.795
21 H 0.693
22 H 0.388
23 C -1.319
24 O -0.705
25 C -0.543
26 H 0.437
27 C -0.372
28 H 0.282
29 C -1.814
30 H 0.233
31 H 0.073
32 H 0.538
33 H 0.370
34 C -1.011
35 C 0.547
36 H 0.222
37 N 0.992
38 C -1.757
39 C 0.656
40 H 0.380
41 H 0.412
42 C 0.644
43 H 0.511
44 H 0.457
45 N -0.853
46 H 0.464
47 C -0.324
48 N -0.638
49 C -0.900
50 C 0.663
51 H 0.212
52 N -0.171
53 C 0.015
54 C 0.422
55 H 0.421
56 C 1.199
57 H 0.331
58 C -0.878
59 C -0.012
60 H 0.179
61 H 0.246
62 H 0.404
63 Ag 0.630
64 C -0.727
65 N -0.311
66 C -0.235
67 N 0.963
68 C -0.865
69 O -0.891
70 H 0.385
71 O -0.766
72 H 0.526
73 C -0.651
74 H 0.438
75 C -1.027
76 H 0.593
77 C 1.372
78 C -0.604
79 H 0.278
80 C -0.492
81 C 0.201
82 H 0.443
83 C -0.986
84 S -0.112
85 H 0.496

# 4
A structure of composition C24H47N6OSSi4Ta, computed with ωB97M-V/def2-TZVPD.

CARTESIAN COORDINATES (ANGSTROEM)
C -2.14901 -3.54657 -2.86199
C 0.39891 3.27988 -4.34184
Si -2.14856 -1.74491 -2.34898
H 2.72104 -1.94509 -3.63478
H -4.11923 -1.77197 -0.82435
Ta 0.03527 0.97039 0.03523
H 3.72247 2.83582 -4.75394
H 0.14983 -1.42087 3.03482
N -1.38060 1.91514 -1.38927
H 3.42358 1.44124 -2.71694
C 2.58972 1.95813 -3.17067
Si 1.61415 -2.30667 -1.46838
H 0.02323 -3.07230 3.63844
Si -1.09006 -2.85316 1.45149
C -0.56899 4.15473 3.61258
H -2.82469 -1.45376 2.60797
H 1.00021 -2.23673 -3.86530
N 1.67808 2.40049 3.74325
C 0.17096 3.92719 4.91358
H -0.12335 -4.98031 0.54079
H -0.97355 -1.23899 -4.47608
H 1.62864 -0.34633 3.96211
C -1.06573 -4.66693 0.98729
H -1.01843 0.19721 -3.47020
H 3.70257 1.86636 3.58399
C 2.06164 0.32201 1.96618
H -0.91188 2.88013 1.94236
H 3.21389 -0.60607 -0.52129
H -0.44600 3.79347 -4.78297
C -3.83367 -1.22807 -1.72594
O 1.07162 1.13702 -1.51808
H -1.16825 -3.87550 -3.20951
N -4.41736 1.86990 0.38130
H -1.87056 2.98773 -3.02868
H 3.99655 -2.12111 -0.93946
C -3.15139 1.68863 -0.02273
H 1.80641 -0.62905 1.49548
C 2.74000 2.73601 -4.31196
C 0.20587 -2.46998 2.74518
H 2.09372 4.43580 4.06209
H 1.21636 -2.69593 2.39705
H 3.31317 -0.54961 3.48134
C 1.65577 -4.18353 -1.44760
H 2.19341 3.40168 5.48478
H -4.58137 -1.44446 -2.49333
C -1.05427 2.47270 -2.53084
H 0.11085 4.81566 5.53888
C 1.72712 -1.71460 -3.24174
H -1.86654 -4.90339 0.28391
C 1.32279 1.85524 -2.63474
C 0.21782 2.51565 -3.17981
N -0.24528 3.07392 2.67359
C 2.77709 1.46288 4.00280
C 2.45071 0.11195 3.41425
H 3.07144 -2.01763 0.55053
C 1.65514 3.38327 -4.90148
H -3.54761 -2.44051 1.33769
H 0.71443 -4.61495 -1.79274
H 2.44434 -4.55411 -2.10740
C 3.09750 -1.69106 -0.49038
H 1.80195 3.97653 -5.79249
C 1.61507 3.60485 4.58693
H -0.27185 3.09455 5.46302
N -2.73362 2.17158 -1.13555
C -1.59471 -0.66990 -3.78459
H -1.22806 -5.27344 1.88227
C -2.78725 -2.42635 2.12011
H -4.75717 1.46583 1.23463
H -2.85111 -3.67203 -3.69095
H 1.85371 -4.57214 -0.44720
H 1.56032 -0.64530 -3.36344
N 0.87157 1.20728 1.86094
H -0.29004 5.11027 3.16553
H -2.46651 -4.21158 -2.05745
H 2.90517 0.75489 1.42000
H -2.46820 -0.31605 -4.33759
C 0.78284 2.23070 2.77696
H -1.64716 4.15354 3.76347
H -3.88029 -0.16041 -1.51572
H -3.06290 -3.18115 2.86116
S -2.11229 0.74870 1.03848
Si -0.54645 -1.73712 -0.58694
H -5.05309 2.38050 -0.21015
H 2.90017 1.40013 5.08305

energy: -80527.8506 eV
E_HOMO: -13.3203 eV
charge: +2
orbital gap: 6.6700 eV

Charges obtained by Mulliken population analysis, quoted in units of e:
1 C -1.126
2 C -0.979
3 Si 0.636
4 H 0.441
5 H 0.193
6 Ta -0.779
7 H 0.478
8 H -0.148
9 N 0.749
10 H 0.490
11 C -0.601
12 Si 0.430
13 H 0.614
14 Si 0.562
15 C -0.671
16 H 0.369
17 H 0.256
18 N 0.113
19 C -0.638
20 H 0.279
21 H 0.449
22 H 0.336
23 C -1.062
24 H -0.093
25 H 0.295
26 C 0.258
27 H -0.221
28 H 0.038
29 H 0.470
30 C -0.914
31 O 0.198
32 H 0.259
33 N -0.347
34 H 0.442
35 H 0.537
36 C 0.697
37 H -0.691
38 C -0.617
39 C -0.820
40 H 0.290
41 H 0.383
42 H 0.390
43 C -1.288
44 H 0.367
45 H 0.487
46 C -0.445
47 H 0.390
48 C -0.667
49 H 0.299
50 C 0.372
51 C 0.771
52 N 0.122
53 C -0.734
54 C -0.925
55 H 0.338
56 C -0.887
57 H 0.272
58 H 0.378
59 H 0.420
60 C -0.860
61 H 0.446
62 C -0.628
63 H 0.305
64 N -1.222
65 C -0.750
66 H 0.452
67 C -1.106
68 H 0.183
69 H 0.450
70 H 0.317
71 H -0.005
72 N 0.941
73 H 0.352
74 H 0.313
75 H 0.363
76 H 0.473
77 C 0.515
78 H 0.389
79 H 0.218
80 H 0.428
81 S -0.415
82 Si -0.171
83 H 0.260
84 H 0.541

# 5
A structure of composition C18H36N8PdS4, computed with ωB97M-V/def2-TZVPD.

CARTESIAN COORDINATES (ANGSTROEM)
C 0.92943 3.58520 1.86249
N -0.70415 3.01465 0.31253
H -0.90246 1.78893 4.04812
C 0.19866 -4.66602 1.11349
H -1.46071 -0.60384 -3.36171
H 1.70399 2.81711 1.75861
H -2.49473 -0.68388 2.36500
C 2.05187 0.87610 -2.84217
H -1.31517 3.60114 -1.58266
H -1.29085 1.41991 -4.64281
H 0.23482 -4.28845 3.21740
C -2.44243 0.69955 0.79051
H 2.64580 0.22516 -2.19722
H 0.74622 1.44756 3.48582
H -0.23833 2.72111 -4.07259
C -0.77787 -2.55273 1.23417
H -0.99906 -1.88203 3.73052
H 1.33434 4.43878 2.41143
H -3.50232 0.92120 0.59620
H -0.32095 -5.37304 0.44653
S 4.19700 -0.98016 0.77764
C 0.85331 1.00002 -4.89828
S 3.24413 -3.79204 2.49676
C -2.33025 -0.74476 1.28667
H -0.04208 4.99879 0.52560
H 0.59664 -3.34966 -1.45540
C -0.34294 1.63294 -4.13631
H 2.70688 1.67655 -3.19876
H -1.89145 0.77149 -0.15440
H -0.61410 -0.72155 -1.80730
C -1.04333 2.45061 1.54748
H 0.89021 2.50465 -1.92006
H 1.00827 -1.83945 -0.55700
H -3.14296 -1.35059 0.85638
N -1.05083 -1.32734 0.91401
N -0.41292 1.10578 -2.77997
H 0.41277 -1.55850 -4.42086
N 0.13339 -3.32589 0.59189
H -2.22497 4.36545 -0.25311
N 1.60012 0.10901 -4.01644
H 1.23933 -4.97009 1.23815
N -0.24659 3.03937 2.52925
C -0.53359 -0.35446 -2.83372
H -2.72175 -2.25113 3.47169
H 1.53938 1.76828 -5.26807
C 0.36718 3.97473 0.50652
H -1.10093 -5.37943 2.73036
H 0.41977 2.89676 4.49728
H -2.50417 2.66359 -0.69895
C 0.70550 -0.95695 -3.55358
C -1.71844 -2.67281 3.49225
H 1.98674 -3.28346 -0.31382
Pd 0.82276 -0.16770 1.11271
C -1.74544 3.43144 -0.59360
H 0.77976 0.94153 -1.07559
C -0.51011 -4.50689 2.44392
S 2.96483 0.62948 1.30172
H 0.51009 0.41890 -5.76086
H -1.68893 -3.42134 4.28474
H 1.11421 3.90946 -0.28732
N -1.92479 1.57600 1.82029
C 0.83116 1.42309 -2.06134
C 0.97099 -2.93391 -0.50849
H 1.27496 -1.59635 -2.87947
C 0.02612 2.24441 3.71359
N -1.38204 -3.33855 2.23761
S 4.58102 -2.21578 2.38254

energy: -77992.1140 eV
E_HOMO: 0.3056 eV
charge: -2
orbital gap: 4.3202 eV

Charges obtained by natural (NBO) population analysis, quoted in units of e:
1 C -0.232
2 N -0.452
3 H 0.220
4 C -0.218
5 H 0.172
6 H 0.240
7 H 0.184
8 C -0.264
9 H 0.198
10 H 0.177
11 H 0.217
12 C -0.228
13 H 0.235
14 H 0.238
15 H 0.182
16 C 0.653
17 H 0.221
18 H 0.177
19 H 0.158
20 H 0.147
21 S -0.154
22 C -0.249
23 S -0.799
24 C -0.223
25 H 0.149
26 H 0.154
27 C -0.247
28 H 0.177
29 H 0.201
30 H 0.250
31 C 0.637
32 H 0.176
33 H 0.252
34 H 0.155
35 N -0.649
36 N -0.436
37 H 0.174
38 N -0.404
39 H 0.150
40 N -0.428
41 H 0.249
42 N -0.444
43 C -0.270
44 H 0.189
45 H 0.183
46 C -0.207
47 H 0.174
48 H 0.171
49 H 0.221
50 C -0.257
51 C -0.411
52 H 0.245
53 Pd -0.192
54 C -0.392
55 H 0.271
56 C -0.222
57 S -0.664
58 H 0.177
59 H 0.188
60 H 0.202
61 N -0.601
62 C -0.282
63 C -0.435
64 H 0.217
65 C -0.422
66 N -0.462
67 S -0.135

# 6
A cluster of 2 separate species, C5H14NO in total, computed with ωB97M-V/def2-TZVPD.

CARTESIAN COORDINATES (ANGSTROEM)
H -0.79138 -3.19162 -1.60762
H 0.30820 2.57762 1.10975
H -1.79232 2.31013 -0.21002
H 2.77040 -0.90457 0.39088
C -0.58164 -2.14310 -1.42460
C 0.79904 -1.90575 -0.84492
C 2.00689 -0.13623 0.29185
H -0.52616 1.97308 2.54525
H 0.85384 -2.29254 0.17609
C -1.61464 1.72676 0.69886
H 1.54151 -2.41730 -1.45778
H 0.25123 -0.02199 -0.63718
H 1.43909 -0.01921 1.21826
C -0.65767 2.50433 1.60070
H -1.32242 -1.70495 -0.75402
O -1.23038 0.45459 0.43813
N 1.14793 -0.46541 -0.85478
H 2.48887 0.81952 0.10506
H -2.61825 1.67571 1.15761
H -0.65842 -1.58355 -2.35868
H -0.99490 3.51447 1.82452

expectation value of S²: 0.75
energy: -8946.8749 eV
E_HOMO (spin up / spin down): -8.6952 / -8.6473 eV
orbital gap (spin up / spin down): 9.6518 / 6.7128 eV
2S+1: 2

Charges obtained by natural (NBO) population analysis, quoted in units of e:
1 H 0.211
2 H 0.215
3 H 0.199
4 H 0.192
5 C -0.624
6 C -0.218
7 C -0.422
8 H 0.214
9 H 0.162
10 C -0.138
11 H 0.182
12 H 0.356
13 H 0.175
14 C -0.641
15 H 0.214
16 O -0.303
17 N -0.614
18 H 0.191
19 H 0.229
20 H 0.207
21 H 0.214

no.,maximum force (eV Å⁻¹)
1,1.67
2,6.23
3,0.65
4,3.13
5,0.22
6,1.12